DFT (the ωB97M-V functional and the def2-TZVPD basis) results for a structure of composition C6H8N3O at a distorted geometry.

Geometry as XYZ:
```
18
Properties=species:S:1:pos:R:3:mulliken_charge:R:1
C 1.23 -2.89 -0.48 -0.28
C 1.04 -1.78 -0.06 -0.09
C 1.56 1.71 0.00 -0.49
C 2.22 0.62 0.23 -0.35
C -1.47 -0.30 0.12 0.86
C 0.06 1.61 0.03 -0.40
N -0.25 0.19 0.19 0.48
N -2.53 0.48 -0.10 -0.33
N 0.84 -0.61 0.56 -0.80
O -1.74 -1.57 0.29 -0.43
H 1.41 -3.85 -0.85 0.45
H 2.00 2.67 -0.22 0.42
H 3.19 0.19 0.33 0.46
H -0.34 2.19 0.87 0.38
H -0.37 1.99 -0.90 0.40
H -2.47 1.47 -0.26 0.18
H -3.44 0.03 -0.17 0.26
H -0.94 -2.14 0.41 0.26
```

Values from the calculation:
Orbital gap ... 9.54 eV
Total charge ... +1
LUMO level ... -3.180 eV
ΔE to the lowest compared entry with this formula, charge and spin ... 4.848 eV
Multiplicity ... 1
HOMO ... -12.717 eV